# 1
C5H9N3 | ωB97M-V with the def2-TZVPD basis set

Geometry as XYZ:
```
17
Properties=species:S:1:pos:R:3:forces:R:3
C 1.503 0.908 0.013 4.0605 -1.5824 -0.0881
N 1.911 -0.343 0.018 0.3191 2.1076 -0.2434
N 1.106 -1.420 0.083 0.3889 -2.0036 -1.3389
C -0.278 -1.325 0.040 -1.4179 4.8597 1.1069
C -1.032 -0.332 -0.997 3.4808 1.5967 0.3005
N -1.045 0.765 0.077 0.5574 1.4532 -2.5378
C 0.209 1.545 -0.088 -2.8274 0.6681 1.9522
C -0.890 -0.179 1.076 0.1210 -3.6515 3.3685
H 2.422 1.690 0.076 -2.1749 -1.9774 -0.2670
H 1.417 -2.286 -0.445 0.3865 1.9080 1.0692
H -0.754 -2.224 0.174 -0.7730 -2.3994 0.1173
H -0.399 0.106 -1.864 -1.2398 -1.2902 0.9779
H -1.970 -0.734 -1.289 -0.9622 0.0593 -0.2291
H 0.166 2.312 0.729 0.0398 -0.2777 -0.7297
H 0.000 2.017 -1.011 0.6165 1.0089 -1.1313
H -1.908 -0.576 1.209 0.1674 -0.0681 0.7668
H -0.457 0.075 2.199 -0.7427 -0.4112 -3.0937
```
Positions in Å, forces in eV/Å.

Properties
ΔE to the lowest compared entry with this formula, charge and spin: 430.5 kJ/mol
F_max: 5.182 eV Å⁻¹
E: -360.03330 Ha
HOMO level: -8.24 eV
SMILES string: C1=NNC2CN(C1)C2

# 2
C5H9N3 | ωB97M-V with the def2-TZVPD basis set

Geometry as XYZ:
```
17
Properties=species:S:1:pos:R:3:forces:R:3
C -1.518 1.940 -0.537 -0.0897 -1.1399 1.0944
C -0.473 0.878 -1.091 -0.2426 1.3006 1.2168
C -0.922 -0.562 -1.110 -1.4227 -1.0598 1.4024
C -0.404 -1.145 0.030 0.1849 1.3249 -2.8696
C 0.674 -0.149 0.426 -1.3516 0.3289 -2.3782
N 1.561 -0.447 1.356 4.2864 2.5045 2.0703
N 2.184 -1.665 1.628 -1.4501 -3.1011 -0.4019
N 0.745 0.984 -0.280 -1.4206 -3.1101 1.4764
H -2.325 1.940 -1.222 -0.8202 0.5210 -1.1399
H -1.133 3.023 -0.381 -0.4214 -2.2666 -0.0312
H -2.045 1.413 0.317 1.0324 1.2482 -0.1087
H -0.319 1.247 -2.039 0.9571 0.5920 -2.4833
H -1.671 -1.044 -1.862 1.3929 1.1249 1.6465
H -0.586 -2.185 0.323 0.3520 0.6105 0.2217
H 2.381 0.228 1.285 -1.8515 -0.6492 0.3455
H 2.165 -2.255 0.738 0.0524 0.6767 1.7350
H 1.685 -2.198 2.418 0.8125 1.0944 -1.7962
```
Positions in Å, forces in eV/Å.

Properties
ΔE to the lowest compared entry with this formula, charge and spin: 302.1 kJ/mol
F_max: 5.379 eV Å⁻¹
E: -360.08221 Ha
HOMO level: -8.45 eV
SMILES string: C[C@@H]1C=CC(NN)=N1

# 3
C5H9N3 | ωB97M-V with the def2-TZVPD basis set

Geometry as XYZ:
```
17
Properties=species:S:1:pos:R:3:forces:R:3
H 1.241 -1.696 1.879 0.2540 0.1427 0.3888
N 1.253 -1.667 0.874 0.0448 -0.3024 -0.1410
C 0.779 -0.579 0.443 -0.7341 0.1157 0.3332
C 0.207 0.703 1.015 0.3981 0.2655 0.2113
C -1.054 1.350 1.559 0.1651 -0.6230 -0.8567
C -1.084 0.676 0.198 0.1457 0.3700 -0.0126
C -0.499 0.596 -1.203 -1.0121 -0.3959 -0.3942
N 0.578 -0.362 -0.925 0.2351 -0.1603 0.4432
N 0.844 -1.379 -1.817 0.2369 -0.3213 -0.4869
H 0.866 1.490 0.643 -0.1907 0.0861 0.0210
H -1.695 0.786 2.208 -0.1620 0.1208 0.4791
H -1.039 2.425 1.702 0.2382 -0.1688 0.0228
H -1.530 -0.306 0.372 -0.1310 0.1461 -0.1161
H -0.084 1.452 -1.702 -0.0213 0.8573 0.1944
H -1.241 0.161 -1.891 0.3822 -0.0829 0.1044
H 1.845 -1.368 -1.961 0.0685 -0.3202 -0.2227
H 0.611 -2.282 -1.395 0.0827 0.2706 0.0321
```
Positions in Å, forces in eV/Å.

Properties
ΔE to the lowest compared entry with this formula, charge and spin: 417.2 kJ/mol
F_max: 1.156 eV Å⁻¹
E: -360.03836 Ha
HOMO level: -8.76 eV
SMILES string: [H]/N=C1\[C@@H]2C[C@H]2CN1N

# 4
C5H9N3 | ωB97M-V with the def2-TZVPD basis set

Geometry as XYZ:
```
17
Properties=species:S:1:pos:R:3:forces:R:3
C -0.607 0.923 0.836 0.1728 -0.0608 -0.0986
C 0.329 2.019 1.341 -0.0514 -0.0790 -0.0059
C -0.642 -1.137 -0.673 -1.3157 0.6496 -0.6087
C 0.082 0.102 -0.247 0.3836 -1.4531 0.3083
C -1.418 -1.924 -1.360 0.2551 0.2202 -0.2574
N 0.900 -1.050 0.372 1.1138 0.2305 0.8468
N 1.991 -1.381 -0.138 -0.4884 0.4912 -0.5581
N 0.320 0.683 -1.441 -0.1421 -0.1112 -0.0633
H 2.204 -2.349 0.135 -0.0807 0.2115 0.2602
H 1.039 0.168 -1.955 -0.0044 -0.1069 0.1402
H -1.507 1.356 0.394 0.0467 -0.0272 -0.0122
H -0.910 0.257 1.646 0.0323 0.0070 -0.0520
H -1.873 -1.605 -2.290 0.1069 -0.0235 -0.0273
H -1.597 -2.940 -1.029 -0.0174 0.0739 0.1633
H 0.620 2.678 0.523 -0.0092 -0.0198 0.0382
H 1.233 1.586 1.775 -0.0347 0.0272 -0.0225
H -0.164 2.615 2.111 0.0328 -0.0300 -0.0509
```
Positions in Å, forces in eV/Å.

Properties
ΔE to the lowest compared entry with this formula, charge and spin: 658.0 kJ/mol
F_max: 1.589 eV Å⁻¹
E: -359.94663 Ha
HOMO level (spin up / spin down): -8.32 / -8.32 eV

# 5
C5H9N3 | ωB97M-V with the def2-TZVPD basis set

Geometry as XYZ:
```
17
Properties=species:S:1:pos:R:3:forces:R:3
C 1.114 -1.003 -0.585 -0.4034 0.2865 0.1642
C -2.039 1.370 0.524 0.1261 -0.0954 -0.0144
N 1.342 0.365 -0.532 -0.4427 0.2024 0.1908
N 2.179 -1.794 -0.113 -0.1196 0.6076 -0.1589
C 0.302 1.199 -0.384 0.2852 -0.6414 0.2546
C -0.977 0.545 -0.193 0.1871 -0.2709 -0.3306
C -0.553 -0.882 0.551 0.2783 0.4639 -0.2484
N -0.911 -1.588 1.409 -0.0194 -0.0226 0.0315
H 2.266 0.652 -0.223 -0.0355 -0.0105 -0.1523
H 0.578 -1.340 -1.466 0.0198 0.0163 0.0407
H 2.064 -2.053 0.862 0.0490 -0.3143 -0.3363
H 2.456 -2.533 -0.743 -0.1082 -0.1383 0.4491
H 0.503 2.219 -0.098 0.0376 0.0186 0.0134
H -1.400 0.114 -1.108 0.0723 -0.0402 0.0660
H -2.355 2.207 -0.104 0.0335 -0.0253 0.0095
H -1.653 1.762 1.465 -0.0371 -0.0246 0.0006
H -2.916 0.761 0.739 0.0770 -0.0118 0.0205
```
Positions in Å, forces in eV/Å.

Properties
ΔE to the lowest compared entry with this formula, charge and spin: 299.8 kJ/mol
F_max: 0.747 eV Å⁻¹
E: -360.08308 Ha
HOMO level (spin up / spin down): -7.20 / -7.20 eV

# 6
C5H9N3 | ωB97M-V with the def2-TZVPD basis set

Geometry as XYZ:
```
17
Properties=species:S:1:pos:R:3:forces:R:3
C 0.201 -0.045 -0.059 -1.5376 -2.1261 0.6753
C -0.112 -2.285 -0.926 -2.6638 1.7965 -0.1838
C 0.746 -1.818 1.504 1.6448 1.7727 -0.4973
C -0.224 3.307 -0.162 -0.4441 0.2494 -3.0722
C 0.255 -1.300 0.158 0.3616 -2.1534 1.5908
N 0.159 1.033 -0.526 0.7791 4.9407 -2.1897
N -0.901 2.032 -0.597 9.5004 2.2731 2.7863
N -1.999 1.809 -0.923 -8.9342 -1.9527 -2.2435
H -1.158 -2.023 -1.374 1.8796 -0.3408 0.6612
H 0.605 -2.234 -1.701 0.7261 -0.3472 -0.9420
H -0.230 -3.245 -0.506 0.1946 -1.2588 0.3238
H 1.605 -2.468 1.293 0.0377 0.1343 0.3018
H 0.022 -2.405 1.966 -1.3872 -1.0486 0.8784
H 1.058 -0.987 2.228 -0.4046 -1.1522 -1.1670
H -0.194 3.223 0.885 0.0300 0.7804 1.4302
H -0.586 4.297 -0.656 -0.0361 -1.9794 1.1982
H 0.752 3.109 -0.605 0.2536 0.4122 0.4497
```
Positions in Å, forces in eV/Å.

Properties
ΔE to the lowest compared entry with this formula, charge and spin: 230.0 kJ/mol
Multiplicity: 3
F_max: 10.158 eV Å⁻¹
E: -359.91486 Ha
HOMO level (spin up / spin down): -5.82 / -8.62 eV

# 7
C5H9N3 | ωB97M-V with the def2-TZVPD basis set

Geometry as XYZ:
```
17
Properties=species:S:1:pos:R:3:forces:R:3
C -1.908 -0.199 -0.170 -3.3495 -0.4413 -0.0118
C -1.110 1.078 0.105 -2.3846 0.8089 -0.1755
C 0.228 0.725 -0.117 3.9336 -0.4236 2.0691
N 1.476 1.078 -0.059 2.4807 1.9763 -0.2297
C 2.389 -0.087 -0.059 1.6471 1.5905 -0.6319
N 1.535 -1.153 -0.068 -2.2427 -0.3263 0.1816
N 0.374 -0.642 -0.041 -0.9297 -5.3056 0.3110
C -0.995 -1.350 0.113 -0.1243 0.0672 2.7082
H -2.877 -0.382 0.452 1.8621 0.9981 -0.6903
H -2.350 -0.172 -1.188 0.8007 -0.1893 0.3036
H -1.343 1.484 1.080 0.5976 0.1477 0.7314
H -1.365 1.881 -0.531 -0.6708 1.1373 -0.9809
H 2.008 1.977 -0.032 -1.4832 -0.1767 -0.0850
H 3.133 -0.180 0.811 -1.0759 0.3274 -0.4652
H 3.150 -0.034 -0.920 -1.0521 -0.2917 0.6163
H -1.286 -1.878 1.163 1.7758 1.6301 -1.8922
H -1.059 -2.148 -0.539 0.2150 -1.5290 -1.7586
```
Positions in Å, forces in eV/Å.

Properties
ΔE to the lowest compared entry with this formula, charge and spin: 286.9 kJ/mol
F_max: 5.395 eV Å⁻¹
E: -359.38997 Ha
Net charge: +2
HOMO level: -20.39 eV
SMILES string: C1CC2=[NH+]CN=[N+]2C1